Molecular formula: C40H40F3N2Si
Method: DFT, ωB97M-V/def2-TZVPD

Electronic energy = -61133.127 eV
Gap between HOMO and LUMO = 5.1 eV
LUMO = -4.216 eV

Geometry as ORCA input:
```
! wB97M-V def2-TZVPD RIJCOSX def2/J DEFGRID3
* xyz 1 1
C 1.954 -2.500 1.802
N 1.922 -2.849 0.387
C 2.849 -3.909 -0.005
C 1.042 -2.351 -0.469
C 0.951 -2.901 -1.819
C 0.537 -4.247 -2.049
C 0.867 -4.878 -3.240
C 1.464 -4.143 -4.264
C 1.904 -4.825 -5.535
F 1.653 -4.057 -6.644
F 3.249 -5.085 -5.536
F 1.271 -6.017 -5.735
C 1.690 -2.780 -4.127
C 1.423 -2.156 -2.917
H 2.939 -2.763 2.213
H 1.775 -1.427 1.963
H 1.203 -3.093 2.350
H 3.588 -3.994 0.796
H 2.329 -4.870 -0.096
H 3.347 -3.670 -0.954
H 0.535 -1.414 -0.216
H 0.007 -4.780 -1.257
H 0.674 -5.939 -3.372
H 2.097 -2.209 -4.961
H 1.648 -1.095 -2.781
C -2.220 0.497 -2.878
C -2.875 1.577 -2.291
C -2.214 2.366 -1.345
C -0.902 2.048 -0.950
Si -0.196 2.887 0.555
C 1.638 2.702 0.760
C 2.533 3.764 0.550
C 3.897 3.606 0.823
C 4.390 2.383 1.290
C 3.508 1.308 1.469
C 2.148 1.467 1.188
C -0.669 4.681 0.357
C -0.423 5.256 -0.903
C -0.823 6.567 -1.182
C -1.457 7.334 -0.199
C -1.655 6.786 1.073
C -1.265 5.469 1.353
C -0.980 2.055 2.096
C -0.551 2.736 3.399
C -0.149 1.625 4.372
C -0.285 0.288 3.632
N -0.778 0.637 2.307
C -1.131 -0.297 1.394
C -1.168 -1.650 1.661
C -2.194 -2.550 1.205
C -2.319 -3.826 1.818
C -3.364 -4.680 1.494
C -4.309 -4.299 0.531
C -4.180 -3.060 -0.118
C -3.157 -2.175 0.233
C -0.204 1.044 -1.641
C -0.882 0.251 -2.572
H -2.738 -0.148 -3.592
H -3.908 1.808 -2.564
H -2.718 3.233 -0.910
H 2.160 4.720 0.175
H 4.581 4.444 0.670
H 5.452 2.264 1.508
H 3.876 0.345 1.830
H 1.466 0.619 1.306
H 0.073 4.668 -1.682
H -0.641 6.983 -2.172
H -1.787 8.349 -0.422
H -2.119 7.388 1.855
H -1.429 5.056 2.351
H -2.038 2.281 1.887
H 0.288 3.419 3.213
H -1.399 3.321 3.769
H 0.882 1.755 4.706
H -0.797 1.608 5.254
H 0.685 -0.236 3.571
H -0.967 -0.390 4.169
H -1.451 0.098 0.426
H -0.516 -2.046 2.436
H -1.592 -4.098 2.585
H -3.452 -5.654 1.994
H -5.124 -4.982 0.280
H -4.881 -2.796 -0.910
H -3.084 -1.189 -0.226
H 0.862 0.900 -1.445
H -0.364 -0.565 -3.072
*
```